one:
2 unconnected molecules or ions with the total composition C6H11P. Source: the Open Molecules 2025 dataset; level of theory: ωB97M-V/def2-TZVPD.

Kohn-Sham gap: 9.266 eV
SMILES: CC=C=P.C=CC

Geometry as ORCA input:
```
! wB97M-V def2-TZVPD RIJCOSX def2/J DEFGRID3
* xyz 0 1
P 1.5624 2.0366 0.2567
C 1.4808 0.4929 -0.2888
C -1.5720 -0.4151 0.6029
C -1.6696 1.9221 -0.2327
C 1.7019 -1.9050 0.2922
C -1.3807 0.4611 -0.3649
C 1.5365 -0.7513 -0.6541
H 2.9588 2.1480 0.1047
H -1.4232 -1.4723 0.4554
H 2.5867 -2.4811 0.0265
H -1.0042 2.5097 -0.8621
H -1.8802 -0.1103 1.5902
H 1.4235 -1.0250 -1.6969
H -1.5622 2.2462 0.8004
H -2.6925 2.1227 -0.5551
H 1.7987 -1.5522 1.3157
H -1.1019 0.1268 -1.3548
H 0.8375 -2.5625 0.2218
*
```

two:
2 unconnected molecules or ions with the total composition C6H11P. Source: the Open Molecules 2025 dataset; level of theory: ωB97M-V/def2-TZVPD.

Kohn-Sham gap: 9.627 eV
SMILES: C=CCCC.C#P

Geometry as ORCA input:
```
! wB97M-V def2-TZVPD RIJCOSX def2/J DEFGRID3
* xyz 0 1
P -3.5811 0.0653 -0.0410
C 0.5794 -0.3766 -0.4133
C -4.4012 0.0229 1.2994
C -0.1737 0.4561 0.5655
C 0.3326 1.8312 0.4453
C -0.2283 -1.5756 -0.7003
C 0.3081 -2.8530 -0.5155
H 0.8224 0.3568 -1.2421
H -1.2597 0.5972 0.1802
H -0.0398 0.1095 1.6104
H 0.2124 2.3058 -0.5036
H 1.5760 -0.8521 -0.0978
H -0.3395 -3.6695 -0.5902
H -1.2166 -1.6350 -1.0944
H 1.3409 -2.9070 -0.2642
H 1.4936 1.8691 0.6414
H 0.0517 2.5506 1.2833
H -5.1630 0.0254 2.0428
*
```

three:
2 unconnected molecules or ions with the total composition C6H11P. Source: the Open Molecules 2025 dataset; level of theory: ωB97M-V/def2-TZVPD.

Kohn-Sham gap (spin up / spin down): 8.108 / 7.891 eV

Geometry as ORCA input:
```
! wB97M-V def2-TZVPD RIJCOSX def2/J DEFGRID3
* xyz 0 1
P 1.2015 0.4521 0.9301
C -0.1662 -0.4004 0.0322
C -0.6313 -1.6813 -0.5987
C 2.5336 -0.1051 -0.1653
C 0.0989 0.9407 -0.4595
C -1.9632 0.2229 1.8451
C -0.3525 1.9052 -1.2307
H -2.9146 0.4813 1.3887
H 3.3121 0.6681 -0.2878
H -1.4556 0.8774 2.4991
H -0.0926 -2.5233 -0.5081
H -1.6253 -0.7870 2.1298
H -1.6319 -1.9024 -0.1869
H 2.1175 -0.4525 -1.0145
H 3.0637 -0.9814 0.4857
H 0.2608 2.8653 -1.3172
H -1.2048 1.7538 -1.8921
H -0.5502 -1.3334 -1.6497
*
```

four:
C6H11P in the gas phase. Source: the Open Molecules 2025 dataset; level of theory: ωB97M-V/def2-TZVPD.

Kohn-Sham gap (spin up / spin down): 8.489 / 8.023 eV

Geometry as ORCA input:
```
! wB97M-V def2-TZVPD RIJCOSX def2/J DEFGRID3
* xyz 0 1
P -2.5641 -0.0536 0.3378
C 0.1139 -0.7839 -0.4085
C -1.3577 -0.9090 -0.5155
C 0.6404 0.4917 0.1492
C 1.2649 1.6111 -0.6144
C -1.6346 1.4540 0.7812
C 0.7437 -2.0573 0.3937
H 0.5540 -1.9825 1.4715
H 2.1686 1.3651 -1.1249
H 0.5749 1.9119 -1.3390
H 1.8705 -1.9960 0.2909
H 1.2871 2.3533 0.1691
H -2.1826 2.1928 0.1489
H -1.5730 1.5453 1.8830
H -1.6369 -1.7596 -1.2004
H 0.2077 -2.9759 -0.1287
H 1.1278 0.5168 1.1828
H 0.3954 -0.9243 -1.4766
*
```

Most stable: one

one:
C6H11P in the gas phase. Source: the Open Molecules 2025 dataset; level of theory: ωB97M-V/def2-TZVPD.

Kohn-Sham gap: 9.721 eV
SMILES: CC(C)(C)C#CP

Geometry as ORCA input:
```
! wB97M-V def2-TZVPD RIJCOSX def2/J DEFGRID3
* xyz 0 1
P -4.0063 -0.0083 0.0091
C -1.0582 0.0199 0.1771
C -2.2297 0.1761 -0.0257
C 0.3461 0.0601 0.0840
C 0.9199 -1.3211 0.3392
C 0.6264 1.4406 0.9278
C 0.7665 0.4109 -1.3849
H 1.8365 0.5770 -1.4132
H 0.0753 1.3534 1.8668
H 1.6995 1.5273 0.8168
H 0.0992 2.2382 0.2734
H -4.0752 0.4776 -1.3060
H 2.0494 -1.4202 0.3115
H 0.5215 -1.5936 1.2988
H 0.3245 -1.7572 -0.4789
H -4.4447 1.1935 0.7444
H 0.2751 1.3884 -1.7421
H 0.5033 -0.3885 -2.1333
*
```

two:
C6H11P in the gas phase. Source: the Open Molecules 2025 dataset; level of theory: ωB97M-V/def2-TZVPD.

Kohn-Sham gap (spin up / spin down): 7.830 / 7.935 eV

Geometry as ORCA input:
```
! wB97M-V def2-TZVPD RIJCOSX def2/J DEFGRID3
* xyz 0 1
P 1.8610 -1.1296 0.1697
C -0.3032 1.8084 -0.4386
C 0.6423 -2.2689 1.0498
C 0.7552 -0.5256 -1.2887
C -0.3531 1.7633 2.0921
C 0.1060 1.5447 0.9060
C -0.4641 0.4818 -1.2459
H -1.4341 -0.0946 -0.8443
H 1.5683 -0.0807 -2.0474
H -1.2507 2.2052 -0.3623
H 0.5201 2.2995 -0.9835
H 1.1787 -2.7195 1.9228
H 0.3408 -1.4165 -1.7302
H 0.1536 -3.0059 0.4040
H -0.5499 0.6431 -2.3627
H -0.1463 1.2118 3.0048
H -1.3623 2.2558 2.2940
H -0.1380 -1.5931 1.4789
*
```

Most stable: one

one:
C6H11P in the gas phase. Source: the Open Molecules 2025 dataset; level of theory: ωB97M-V/def2-TZVPD.

Kohn-Sham gap: 7.876 eV
SMILES: CC1=[PH2]C=CCC1

Geometry as ORCA input:
```
! wB97M-V def2-TZVPD RIJCOSX def2/J DEFGRID3
* xyz 0 1
P -0.2037 -0.7141 1.2370
C -0.6346 -0.3118 -1.5512
C -1.8734 -0.7222 0.5376
C 2.0818 0.8362 0.9096
C 0.6506 0.5988 0.4930
C 0.3362 0.7459 -0.9933
C -1.9063 -0.4556 -0.7677
H -0.1139 -1.2786 -1.5155
H -0.0804 -2.1583 1.4725
H -0.8547 -0.0842 -2.5954
H -0.3003 -0.4062 2.5876
H 2.3194 1.8906 0.7661
H -2.8426 -0.3807 -1.3052
H -0.1040 1.7394 -1.1453
H 2.8037 0.2512 0.3323
H 1.2514 0.7061 -1.5947
H 2.2096 0.5944 1.9648
H -2.7390 -0.8509 1.1678
*
```

two:
2 unconnected molecules or ions with the total composition C6H11P. Source: the Open Molecules 2025 dataset; level of theory: ωB97M-V/def2-TZVPD.

Kohn-Sham gap: 9.606 eV
SMILES: CCC1=[PH]=C1.C=C

Geometry as ORCA input:
```
! wB97M-V def2-TZVPD RIJCOSX def2/J DEFGRID3
* xyz 0 1
P -2.2872 -0.3309 -2.3947
C -1.1819 -1.3103 -1.2294
C 0.5892 1.9505 -1.4311
C 0.8366 -1.2629 2.4002
C -0.0766 0.9936 -0.4672
C -0.9297 -0.0378 -1.1551
C -0.4834 -1.5541 2.4446
H 1.6387 -1.8861 2.0784
H -1.3174 -0.9833 2.7432
H 1.1034 -0.3344 2.8478
H -0.6729 1.6394 0.0608
H -0.9390 -2.3013 -1.0441
H 1.1746 2.7574 -0.8702
H -0.2620 2.2716 -2.1732
H 1.3796 1.2750 -1.8447
H -0.8545 -2.5820 2.2948
H -1.5860 -0.5523 -3.6252
H 0.7912 0.5362 0.2104
*
```

Most stable: one

one:
C8H12S in the gas phase. Source: the Open Molecules 2025 dataset; level of theory: ωB97M-V/def2-TZVPD.

Kohn-Sham gap (spin up / spin down): 7.993 / 7.847 eV

Geometry as ORCA input:
```
! wB97M-V def2-TZVPD RIJCOSX def2/J DEFGRID3
* xyz 0 1
S 2.1502 0.8866 0.4738
C -0.7412 0.3616 0.3625
C 0.2829 1.8320 -1.3950
C 2.1129 -0.7736 0.2035
C -2.0216 1.0381 0.6857
C -0.4772 -0.8535 0.4976
C 0.3909 1.3929 0.0139
C -1.0281 -2.1380 0.6027
C 2.7960 -1.7481 -0.2791
H -1.9933 1.5376 1.6653
H -2.1479 1.8016 -0.0908
H 2.2616 -2.5840 -0.1587
H -0.7748 2.1917 -1.5868
H 0.3288 1.0066 -1.9995
H 0.9760 2.6441 -1.6924
H -0.5915 -2.5322 1.5890
H 3.7882 -1.5430 -0.5811
H -2.0830 -2.1792 0.3317
H 0.1424 2.2459 0.7748
H -2.8673 0.3674 0.5650
H -0.5039 -2.9546 0.0182
*
```

two:
C8H12S in the gas phase. Source: the Open Molecules 2025 dataset; level of theory: ωB97M-V/def2-TZVPD.

Kohn-Sham gap: 9.324 eV
SMILES: CCC[C@@]1(S)[C@H]2[C@@H]3C[C@@]321

Geometry as ORCA input:
```
! wB97M-V def2-TZVPD RIJCOSX def2/J DEFGRID3
* xyz 0 1
S 0.6662 -2.3506 0.2085
C -1.8141 -0.4248 -0.1927
C 1.3413 0.1132 -0.8882
C 0.5293 -0.4899 0.1865
C 1.9533 0.1560 0.6670
C 2.0935 1.2891 -0.2601
C 3.3369 0.5266 0.1516
C -0.7024 0.0939 0.7267
C -3.1508 0.2685 0.0826
H 3.8437 1.0215 0.9966
H 4.1582 0.0838 -0.4935
H 0.2186 -2.4514 -1.0316
H -3.3725 -0.0239 1.1086
H 1.8145 2.3178 -0.2461
H -4.1400 -0.1442 -0.3682
H -3.1291 1.3928 -0.1562
H -1.0513 -0.2431 1.7021
H 1.8475 -0.6219 -1.7047
H -0.6733 1.2390 0.7836
H -1.6581 -0.2120 -1.2893
H -2.1112 -1.5404 0.0169
*
```

Most stable: one

one:
2 unconnected molecules or ions with the total composition C2H2N2OS2. Source: the Open Molecules 2025 dataset; level of theory: ωB97M-V/def2-TZVPD.

Kohn-Sham gap (spin up / spin down): 7.018 / 7.018 eV

Geometry as ORCA input:
```
! wB97M-V def2-TZVPD RIJCOSX def2/J DEFGRID3
* xyz 0 1
S 1.1879 -1.7282 1.5259
S -1.8976 -2.2413 0.1506
O -1.6073 0.1670 -1.0531
N 0.9223 1.0811 -1.0772
N 0.7915 0.6405 0.1176
C 0.4549 -0.5410 0.6849
C -1.4316 -0.7793 -0.3735
H 0.7272 1.2479 0.9602
H 0.8528 2.1533 -0.9355
*
```

two:
C2H2N2OS2 in the gas phase. Source: the Open Molecules 2025 dataset; level of theory: ωB97M-V/def2-TZVPD.

Kohn-Sham gap: 9.086 eV
SMILES: Sc1nnc(S)o1

Geometry as ORCA input:
```
! wB97M-V def2-TZVPD RIJCOSX def2/J DEFGRID3
* xyz 0 1
S -1.5407 1.7810 -1.5563
S 2.0374 -1.6573 1.1290
O 0.3884 0.0096 -0.6790
N -1.3235 0.0605 0.5747
N -0.3895 -0.4158 1.3767
C -0.8820 0.4168 -0.5481
C 0.6108 -0.5877 0.5926
H 3.0504 -0.4010 0.6670
H -0.4861 1.8551 -2.3242
*
```

Most stable: two

one:
A molecular structure, BrH2NOS. Source: the Open Molecules 2025 dataset; level of theory: ωB97M-V/def2-TZVPD.

Kohn-Sham gap (spin up / spin down): 8.565 / 8.057 eV

Geometry as ORCA input:
```
! wB97M-V def2-TZVPD RIJCOSX def2/J DEFGRID3
* xyz 0 1
Br 3.2351 0.3737 0.1433
S 1.8414 -1.3028 0.3273
O 1.3525 -2.0195 -0.7919
N 0.3203 0.4290 0.9026
H 0.7944 1.3791 0.8784
H -0.2165 -0.1118 1.6150
*
```

two:
BrH2NOS in the gas phase. Source: the Open Molecules 2025 dataset; level of theory: ωB97M-V/def2-TZVPD.

Kohn-Sham gap (spin up / spin down): 7.769 / 7.773 eV
SMILES: N=[S@H](=O)Br

Geometry as ORCA input:
```
! wB97M-V def2-TZVPD RIJCOSX def2/J DEFGRID3
* xyz 0 1
Br -2.9040 0.3857 -0.2384
S -1.0224 -0.9053 -0.0051
O -1.3096 -2.2681 0.2105
N 0.4909 -0.4420 -1.1972
H -0.7190 -0.3312 1.1601
H 0.6432 0.5636 -1.1686
*
```

Most stable: one